This record from the Open Molecules 2025 dataset describes a molecular structure, C16H11ErN3O4. The level of theory is ωB97M-V with the def2-TZVPD basis set.

Each line ends with the natural charge from an NBO analysis.
Element x y z (Å)
1 N -0.03735 -0.30018 1.41580  -0.286
2 C -1.19339 0.99586 4.70421  -0.132
3 O -0.02194 3.65040 -2.65588  -0.225
4 C -1.14316 0.76406 3.31833  -0.225
5 O -0.12575 -3.66550 -3.09810  -0.266
6 H -1.99535 1.03257 2.69003  0.230
7 N -0.06486 1.36045 8.05646  -0.162
8 O -3.66035 0.00637 -2.91839  -0.229
9 C -0.01477 -0.66792 -5.31853  -0.504
10 C 1.04046 -0.24660 3.60031  -0.232
11 C -0.09157 0.70364 5.52115  -0.096
12 H -0.93837 -1.23170 -5.50547  0.298
13 C -0.13800 -2.51324 -3.17912  0.479
14 H 0.90879 1.29550 -5.50343  0.297
15 C -0.02934 2.50483 -2.76086  0.467
16 H -0.44598 1.50962 0.29177  0.249
17 C -2.51206 0.01860 -2.96237  0.463
18 N 0.07356 -0.31156 -0.77837  -0.735
19 H 1.85550 -0.21418 5.60306  0.266
20 H -0.94222 1.29142 -5.50801  0.295
21 H 0.91058 -1.23421 -5.48761  0.300
22 C 2.44563 0.02187 -2.97140  0.469
23 C -0.02855 0.12388 2.77243  0.139
24 C -0.01539 0.72189 -5.34880  -0.475
25 H 1.90518 -0.75691 3.18563  0.235
26 C 0.44293 -1.58775 -0.32412  -0.105
27 Er -0.04786 0.05562 -3.03685  1.594
28 H 0.51182 -2.36751 1.72958  0.285
29 O 3.59997 0.02305 -2.91419  -0.240
30 H -2.09372 1.40280 5.16497  0.265
31 C -0.08875 1.06060 6.92597  0.210
32 C 0.34792 -1.58151 1.02008  0.015
33 H 0.76541 -2.37520 -0.99049  0.232
34 C -0.19626 0.44919 0.29607  0.244
35 C 1.01724 0.06174 4.96614  -0.120

- HOMO level (spin up / spin down): -0.613 / -0.613 Ha
- ⟨S²⟩: 3.75
- Spin multiplicity: 4
- Charge: +3


This record from the Open Molecules 2025 dataset describes a molecular structure, C16H11FeN3O4. The level of theory is ωB97M-V with the def2-TZVPD basis set.

Each line ends with the natural charge from an NBO analysis.
Element x y z (Å)
1 C -0.31690 -0.97826 -2.33437  -0.538
2 C -1.02204 1.31248 7.33371  -0.115
3 Fe 0.08343 0.43899 0.50074  0.859
4 H 1.34877 -2.30847 4.53021  0.274
5 N 0.18234 -0.47798 4.33592  -0.294
6 C -0.31799 0.18284 3.26957  0.238
7 C 0.07947 -0.04812 5.67653  0.178
8 C -0.09980 2.15525 0.65927  0.452
9 C 0.87432 -0.07356 7.95518  -0.127
10 C 1.82835 0.54080 0.21431  0.517
11 C -0.90057 0.89219 6.00806  -0.241
12 N -0.43088 1.56416 10.78939  -0.189
13 C 0.87080 -1.60296 3.86804  -0.005
14 H 0.52543 -1.53165 -2.76810  0.296
15 O -2.69873 -0.55215 0.20008  -0.227
16 H -0.73771 1.07981 -1.86103  0.245
17 H -1.09837 -0.85053 -3.10025  0.302
18 O 2.94330 0.20384 0.19507  -0.310
19 H -1.58005 1.27978 5.24543  0.217
20 C -0.14205 0.82441 8.31055  -0.124
21 C -1.56406 -0.62664 -0.16134  0.377
22 H -0.91841 1.07770 3.34670  0.247
23 O -0.67388 -2.80454 -0.73195  -0.317
24 O -0.06660 3.32074 0.73816  -0.286
25 H 1.00191 0.76758 -2.15932  0.268
26 H -1.80556 2.02118 7.60193  0.258
27 C -0.84055 -1.66200 -1.10170  0.505
28 H 1.58604 -0.41858 8.70702  0.262
29 C -0.29449 1.23500 9.67381  0.222
30 H 1.10782 -2.32298 1.79405  0.259
31 C 0.76637 -1.59559 2.51426  -0.070
32 C 0.08483 0.36750 -1.72112  -0.529
33 H 1.76539 -1.23957 6.35211  0.232
34 C 0.97786 -0.53622 6.63600  -0.217
35 N 0.07562 -0.43284 2.14047  -0.618

- HOMO level (spin up / spin down): -0.546 / -0.545 Ha
- ⟨S²⟩: 6.13
- Spin multiplicity: 5
- Charge: +2


This record from the Open Molecules 2025 dataset describes a molecular structure, C16H11IrN3O4. The level of theory is ωB97M-V with the def2-TZVPD basis set.

Each line ends with the natural charge from an NBO analysis.
Element x y z (Å)
1 C 3.76605 -0.83575 -2.47025  -0.138
2 O -1.79665 2.67491 5.62253  -0.647
3 H -1.50636 -4.52458 -2.81775  0.243
4 C -0.08300 -2.96457 -2.47117  -0.214
5 C -1.20855 2.03818 1.96083  0.090
6 H -0.15626 0.46666 4.62891  0.241
7 Ir -0.26883 1.02506 -0.74821  1.483
8 C 0.11479 -1.69450 -1.95006  0.180
9 C -1.82833 2.99434 4.30801  0.767
10 N -0.51481 1.01659 1.48724  -0.338
11 C -2.38871 -2.83538 -1.83022  -0.235
12 C -0.45143 0.89841 3.68675  0.012
13 C 2.66484 1.08853 -1.55078  -0.180
14 C -2.13112 -1.57446 -1.33044  0.065
15 H 2.58190 -2.57577 -2.80456  0.223
16 C -1.19920 2.01582 3.36993  -0.224
17 O -1.44843 2.52571 -0.33604  -0.727
18 C 2.57694 -1.55661 -2.44387  -0.206
19 H 0.50528 -0.49719 2.40231  0.436
20 H 4.66333 -1.30850 -2.84519  0.235
21 H 2.69907 2.11802 -1.21973  0.233
22 C -1.82617 2.91732 0.91177  0.740
23 N -0.05878 0.32660 2.53539  -0.298
24 O -2.56496 3.82297 1.10685  -0.446
25 H -1.38117 1.82323 5.79449  0.475
26 C 1.41592 -0.96952 -1.96764  0.008
27 C 1.45750 0.37111 -1.49550  -0.402
28 C -1.34286 -3.53659 -2.40964  -0.118
29 H -3.38507 -3.24694 -1.76953  0.249
30 H 4.74122 1.03436 -2.06690  0.239
31 H 0.73178 -3.50241 -2.93039  0.236
32 C 3.81150 0.48317 -2.02889  -0.197
33 H -2.90798 -0.97448 -0.87476  0.222
34 N -0.91412 -1.02965 -1.39188  -0.524
35 O -2.36735 3.98591 3.93837  -0.483

- HOMO level (spin up / spin down): -0.432 / -0.465 Ha
- ⟨S²⟩: 6.03
- Spin multiplicity: 5
- Charge: +1


This record from the Open Molecules 2025 dataset describes a molecular structure, C16H11MnN3O4. The level of theory is ωB97M-V with the def2-TZVPD basis set.

Each line ends with the natural charge from an NBO analysis.
Element x y z (Å)
1 N 2.94615 -4.86679 9.15512  0.012
2 N 1.04898 -0.13412 1.81283  -0.508
3 O 1.14492 2.22902 -1.60975  -0.377
4 C -1.18177 0.99873 0.43444  0.606
5 C 2.17443 -3.29683 7.21435  0.024
6 O 2.07140 -1.81296 -1.58023  -0.352
7 C 1.22824 1.00209 2.62150  -0.036
8 C -0.83109 -1.58684 0.30041  0.592
9 H 1.24720 -2.25079 2.31580  0.242
10 C 1.26176 -1.20365 2.60900  0.252
11 C 1.43907 0.58836 3.90329  -0.033
12 C 1.64441 -1.64849 5.02527  0.411
13 O -1.41582 -2.51376 0.68065  -0.346
14 C -1.78847 0.85284 -3.98298  0.006
15 H 0.04607 1.86894 -4.38309  0.247
16 N 1.48788 -0.80513 3.89309  -0.363
17 C 1.94270 -2.99901 4.81137  -0.239
18 C 2.17699 -3.82326 5.91367  -0.073
19 C 1.80614 -1.95948 7.42072  -0.083
20 C 0.75989 1.32092 -0.99126  0.583
21 H -2.80934 0.90589 -3.57398  0.245
22 C 2.59667 -4.13331 8.30944  0.222
23 O -2.07295 1.69301 0.71676  -0.367
24 H 2.00957 -3.41372 3.80379  0.255
25 H 1.55304 1.13777 4.81981  0.262
26 C 1.56040 -1.12056 6.32291  -0.219
27 H 2.36694 -4.88872 5.78723  0.282
28 H 1.69617 -1.56511 8.43141  0.288
29 H 1.19506 2.01330 2.23568  0.262
30 H 1.29461 -0.07064 6.47409  0.265
31 C -0.97483 1.91977 -3.97850  0.005
32 C 1.40984 -1.11761 -0.92182  0.611
33 H -1.47129 -0.11173 -4.40847  0.244
34 H -1.30028 2.89218 -3.58089  0.247
35 Mn 0.21548 -0.09518 -0.00333  -0.166

- HOMO level (spin up / spin down): -0.690 / -0.685 Ha
- ⟨S²⟩: 6.06
- Spin multiplicity: 5
- Charge: +3


This record from the Open Molecules 2025 dataset describes a molecular structure, C16H12AsClNO7RuS4. The level of theory is ωB97M-V with the def2-TZVPD basis set.

Each line ends with the natural charge from an NBO analysis.
Element x y z (Å)
1 S 5.39773 4.10921 -0.61910  -0.777
2 H -3.48105 2.48864 3.88545  0.205
3 C -1.79382 1.37023 3.16898  -0.199
4 C -0.76174 1.35524 2.24994  0.111
5 H -1.84863 0.01904 -3.23354  0.200
6 H -2.44329 -3.90180 -1.64288  0.223
7 C 2.02634 -2.46464 -0.73391  -0.219
8 H 0.57864 -5.52000 -0.89213  0.205
9 C 0.21763 0.23360 2.13062  0.787
10 As 4.12840 2.51777 -0.07869  0.972
11 C -1.01004 -0.30192 -2.61668  -0.188
12 C -0.30483 -3.71931 -1.64113  -0.091
13 C -0.99078 0.49745 -1.30225  0.763
14 C -1.40837 3.39787 1.38925  0.115
15 Ru 0.86227 2.45002 -0.06683  0.791
16 H -1.70298 -4.23526 -3.19343  0.213
17 N -0.58352 2.35765 1.39018  -0.339
18 C -1.57542 -4.36440 -2.11656  -0.618
19 H 2.91414 -1.96665 -0.36331  0.263
20 H -1.91148 0.54139 3.85025  0.231
21 C 0.69768 -4.45179 -1.02912  -0.241
22 O -1.16251 -1.69820 -2.41719  -0.512
23 S 5.02623 0.78078 0.72315  -0.793
24 C -2.47001 3.48569 2.27456  -0.195
25 C -1.08393 4.46601 0.36505  0.748
26 C -2.66178 2.45608 3.17836  -0.191
27 S 2.45891 3.20169 1.30082  -0.359
28 H 1.18815 -0.64993 -1.43792  0.257
29 C 1.85158 -3.82524 -0.58211  -0.051
30 O -0.02668 -0.75659 3.01909  -0.695
31 C -0.12991 -2.33893 -1.80519  0.389
32 O 1.13472 0.19374 1.36346  -0.528
33 H -1.57414 -5.43115 -1.88892  0.195
34 H -0.08350 -0.08759 -3.15341  0.201
35 O -0.02716 4.23059 -0.32724  -0.594
36 S 2.57137 2.05126 -1.61760  -0.555
37 C 1.03175 -1.71774 -1.35272  -0.279
38 H -3.10597 4.35791 2.22173  0.240
39 Cl 3.09334 -4.79208 0.19348  -0.055
40 O -1.81485 5.44389 0.28289  -0.664
41 H 0.66054 -1.41839 2.84992  0.504
42 O -0.55541 1.68221 -1.47306  -0.750
43 O -1.32763 -0.04636 -0.25222  -0.716

- HOMO level (spin up / spin down): -0.056 / -0.055 Ha
- ⟨S²⟩: 0.76
- Spin multiplicity: 2
- Charge: -2